Record 1
C25H23N5O7STc | ωB97M-V/def2-TZVPD

Geometry as XYZ:
```
62
Properties=species:S:1:pos:R:3:forces:R:3:lowdin_charge:R:1
Tc 0.364039 -0.094132 -0.419831 -0.1477 2.0171 1.1641 1.737
C 4.537839 -0.969259 0.336144 -0.0243 -0.1523 -0.0145 -0.055
O 4.999078 0.348547 0.620615 -0.0392 0.0167 -0.0394 -0.057
C 4.168317 1.400845 0.798522 -0.2579 -0.2249 -0.0440 -0.194
C 4.787629 2.551622 1.254168 -0.1207 0.1634 0.0105 0.011
C 4.069723 3.721630 1.476446 0.0972 -0.0774 -0.0197 -0.070
C 2.713442 3.749991 1.251858 -0.1737 0.0731 -0.0492 -0.048
C 2.037814 2.615426 0.785094 0.7155 -0.4331 -0.0118 -0.126
C 0.631878 2.731989 0.572676 -0.5968 -0.0974 -0.1354 -0.024
N -0.153824 1.794076 0.126805 1.3444 -0.0586 0.1174 -0.137
N -1.474675 2.100982 -0.000273 -1.2605 0.1078 -0.1869 0.081
C -2.149242 1.091680 -0.510487 1.0120 0.9048 0.6182 -0.402
O -1.567826 -0.022005 -0.833751 -0.5620 -0.9156 -0.9292 -0.227
C -3.598380 1.234017 -0.708814 -0.1707 -0.1129 -0.1142 -0.152
C -4.294641 0.239444 -1.392008 0.0917 0.0442 0.0053 -0.053
C -5.664415 0.348607 -1.566905 -0.0346 0.0601 -0.0147 -0.077
C -6.339893 1.454210 -1.068492 -0.0317 -0.0420 -0.0191 -0.089
C -5.645550 2.452936 -0.397703 -0.0161 0.0602 0.0195 -0.084
C -4.278079 2.346841 -0.215194 0.0452 -0.0469 -0.0181 -0.026
C 2.765901 1.405273 0.543143 0.0536 1.0959 0.3975 -0.222
O 2.183664 0.328657 0.102201 0.3805 -1.3902 -0.4831 -0.202
H 5.427417 -1.593377 0.386224 0.0092 0.0426 0.0095 0.094
H 4.099930 -1.041206 -0.658403 0.0087 0.0471 0.0114 0.090
H 3.812898 -1.313702 1.073502 0.0071 0.0485 0.0133 0.095
H 5.853656 2.513804 1.431525 0.0135 -0.0360 -0.0127 0.125
H 4.586504 4.605774 1.822427 -0.0155 0.0115 0.0254 0.108
H 2.145622 4.655844 1.421612 0.0104 0.0165 0.0131 0.112
H 0.168364 3.688786 0.798929 -0.0683 -0.0309 0.0153 0.134
H -3.751721 -0.610789 -1.773978 -0.0076 -0.0353 0.0287 0.087
H -6.203633 -0.424086 -2.099046 0.0052 -0.0092 0.0018 0.105
H -7.409591 1.543236 -1.210530 -0.0041 0.0012 0.0023 0.101
H -6.173683 3.320405 -0.023607 0.0015 -0.0064 0.0202 0.101
H -3.721056 3.114272 0.303180 -0.0099 0.0030 0.0127 0.107
O -0.208553 -3.206034 2.161068 0.0746 0.4097 -0.2178 0.046
C -0.052962 -2.432804 1.229588 0.0725 -1.1760 0.4719 -0.615
O 0.009165 -1.138542 1.326443 -0.0718 1.0419 -1.2067 -0.124
C 0.176345 -2.963161 -0.164946 0.0545 0.2790 0.0403 -0.195
C 0.095716 -4.277387 -0.577218 -0.0257 -0.0635 -0.0360 0.024
C 0.302255 -4.563241 -1.920961 0.0210 0.1437 0.0439 -0.017
C 0.566178 -3.529607 -2.814481 -0.0170 -0.0534 -0.0196 0.031
C 0.634009 -2.241567 -2.326958 -0.0100 0.3366 0.0170 -0.145
N 0.467758 -1.989754 -1.027513 0.4644 -1.3895 -0.3963 -0.008
C 0.844477 -0.971538 -3.135255 0.1573 -0.8263 -0.5570 -0.542
O 1.033927 -1.024184 -4.326962 -0.0122 0.1863 0.2840 0.107
O 0.799832 0.112942 -2.403775 -0.7690 0.2063 1.1915 -0.126
H -0.143338 -5.043003 0.145951 -0.0153 0.0267 0.0365 0.130
H 0.239407 -5.582866 -2.275103 0.0004 -0.0078 0.0014 0.114
H 0.709252 -3.698344 -3.872165 -0.0079 0.0241 -0.0110 0.128
C -3.429275 -3.342889 4.354364 0.0226 0.0693 -0.0010 -0.073
N -3.053145 -3.109762 2.970507 0.2620 -0.0961 0.5481 -0.025
C -3.676324 -2.428379 2.012683 -0.0883 0.0487 -0.9545 -0.799
S -3.030187 -2.400903 0.436749 -0.1526 -0.1400 0.2311 0.711
N -4.833741 -1.762243 2.194872 -0.1237 -0.0251 0.3291 -0.045
C -5.691017 -1.653351 3.360871 0.0218 -0.0284 0.0402 -0.082
H -2.834023 -4.180352 4.711808 -0.0241 -0.0061 0.0145 0.089
H -4.479618 -3.611887 4.439680 0.0920 -0.0509 0.0347 0.073
H -3.217840 -2.482822 4.995539 -0.0383 -0.0300 0.0146 0.086
H -2.089439 -3.342306 2.749133 -0.1261 -0.0215 -0.2069 0.081
H -5.180144 -1.361454 1.339155 0.0591 -0.0264 -0.0603 0.096
H -5.112069 -1.505336 4.268417 -0.0810 0.0847 -0.0459 0.068
H -6.329590 -2.532746 3.484221 -0.0022 0.0332 0.0378 0.085
H -6.331910 -0.784360 3.228121 0.0085 0.0064 -0.0182 0.086
```
Positions in Å, forces in eV/Å.

Output
- orbital gap (spin up / spin down) (hartree) = 0.1919 / 0.2222
- electronic energy (Eh) = -2245.97181
- LUMO (spin up / spin down) (eV) = -2.37 / -1.58
- 2S+1 = 2



Record 2
C25H23N7SYb | ωB97M-V/def2-TZVPD

Geometry as XYZ:
```
57
Properties=species:S:1:pos:R:3:forces:R:3:lowdin_charge:R:1
Yb 0.010250 0.033429 -0.180309 0.3677 -0.2002 0.7284 1.782
C -3.184360 -1.014995 -2.157289 0.0448 -0.0097 0.0753 -0.005
C -1.967826 -0.135131 -2.145780 -0.1072 0.0319 -0.1862 -0.312
C -2.013234 1.159867 -1.606396 -0.0586 0.0455 -0.2103 -0.078
C -0.941069 2.044192 -1.767771 -0.0576 0.0302 -0.1448 -0.116
C 0.230264 1.627583 -2.403541 -0.0912 0.0881 -0.1905 -0.103
C 0.300125 0.332259 -2.928719 -0.1214 0.0829 -0.1182 -0.081
C -0.790730 -0.529566 -2.809867 -0.1138 0.1631 -0.0887 -0.102
H -3.863362 -0.789101 -1.336205 0.0188 0.0070 -0.0070 0.098
H -2.922170 -2.071911 -2.130923 0.0067 0.0151 -0.0016 0.076
H -3.726862 -0.836196 -3.089627 0.0047 -0.0093 0.0179 0.120
H -2.936575 1.515778 -1.166615 0.0124 -0.0202 0.1310 0.143
H -1.051982 3.075763 -1.462537 0.0419 -0.0194 0.1503 0.127
H 1.024472 2.335323 -2.603842 0.0875 -0.0255 0.1410 0.135
H 1.157943 0.033070 -3.516918 0.0852 -0.0612 0.1097 0.139
H -0.776030 -1.480640 -3.319597 0.0888 -0.1106 0.1103 0.114
N -1.959533 -0.211808 3.738833 -0.1184 -0.0954 0.2137 0.160
C -2.217536 -1.542460 3.484726 -0.0024 0.1148 0.0547 -0.006
C -1.786781 -1.768959 2.218574 0.0342 0.0565 -0.0900 -0.077
N -1.278690 -0.592719 1.701339 0.2011 -0.1141 -0.5282 -0.023
C -1.398321 0.326020 2.650513 -0.0586 0.0194 0.0473 -0.261
C -0.926645 1.681085 2.405145 -0.0944 -0.0579 0.0604 -0.263
N -0.300124 1.959001 1.271548 0.2548 -0.2608 -0.3961 -0.029
C 0.002485 3.307284 1.313357 -0.0125 -0.0560 -0.0535 -0.098
C -0.455174 3.831403 2.478650 -0.0135 -0.0742 0.0715 -0.005
N -1.037843 2.783674 3.156951 -0.0328 0.1923 0.1432 0.163
H -2.166368 0.252110 4.611625 -0.0158 -0.0110 -0.0015 0.186
H -2.679517 -2.192471 4.209046 0.0170 0.0561 0.0063 0.145
H -1.812950 -2.684947 1.651102 0.0107 0.0296 0.0012 0.112
H 0.525028 3.811772 0.517672 -0.0152 -0.0191 0.0062 0.124
H -0.422590 4.833526 2.873462 -0.0117 -0.0497 0.0227 0.146
H -1.483173 2.867091 4.059618 -0.0217 0.0057 -0.0140 0.186
N 2.502487 -3.685762 -0.046629 0.0380 -0.2613 -0.1053 0.169
C 2.176850 -4.610039 -1.090397 0.0558 0.0516 0.0718 -0.222
C 3.084087 -5.588767 -1.444692 0.0975 -0.0149 0.0288 0.012
C 2.768768 -6.465222 -2.476096 -0.0072 -0.0047 -0.0100 -0.024
C 1.571071 -6.335935 -3.161513 0.0060 -0.0172 -0.0173 -0.029
C 0.674448 -5.328800 -2.820463 0.0142 -0.0385 -0.0564 -0.066
C 0.979128 -4.485136 -1.768925 -0.0439 0.1157 -0.0778 -0.450
S -0.190270 -3.289859 -1.207813 -0.1033 -0.1361 0.3174 1.004
N 0.831999 -2.112632 -0.454199 -0.1498 0.3871 -0.1175 -0.389
C 1.949233 -2.494974 0.115906 -0.0439 0.1297 0.1597 -0.337
C 2.620803 -1.513325 1.028886 -0.0813 -0.1393 -0.0139 -0.181
C 3.699376 -1.846402 1.819656 0.1669 -0.0145 0.0123 0.037
C 4.242705 -0.892749 2.674344 0.0294 -0.0568 0.0158 0.022
C 3.682155 0.367636 2.709753 0.0275 0.0481 0.0347 0.006
C 2.594111 0.624446 1.894982 0.0397 0.0840 -0.0724 -0.094
N 2.061641 -0.287519 1.073528 -0.3164 0.1065 -0.2508 -0.012
H 3.366091 -3.882456 0.433140 0.0095 -0.0081 0.0009 0.143
H 4.032215 -5.674751 -0.923154 -0.0514 -0.0091 -0.0303 0.131
H 3.468218 -7.245027 -2.743932 -0.0101 0.0096 -0.0025 0.129
H 1.327216 -7.016419 -3.966418 0.0170 0.0132 0.0260 0.129
H -0.260856 -5.225507 -3.357425 0.0243 0.0014 0.0238 0.121
H 4.144434 -2.830668 1.799794 -0.0085 0.0020 0.0225 0.128
H 5.091530 -1.141173 3.298290 -0.0116 -0.0038 -0.0133 0.142
H 4.074946 1.143711 3.352577 -0.0138 -0.0137 -0.0266 0.135
H 2.135093 1.602802 1.889472 -0.0143 0.0254 0.0201 0.101
```
Positions in Å, forces in eV/Å.

Output
- orbital gap (spin up / spin down) (hartree) = 0.2444 / 0.2238
- relative energy (zero: lowest compared OMol25 entry of this formula, charge and spin) (kcal/mol) = 0.0
- electronic energy (Eh) = -2905.90137
- net charge = +3
- LUMO (spin up / spin down) (eV) = -9.19 / -9.75
- 2S+1 = 2